116
Properties=species:S:1:pos:R:3:forces:R:3 method="wB97M-V/def2-TZVPD" spin_multiplicity=6 total_charge=0 e_homo_ev="-6.71 / -6.84" s2=8.761 largest_force_ev_per_a=0.5 lumo_ev="0.70 / 0.69"
Mn -0.3402 -0.0014 -0.4833 0.41 0.26 -0.12
C -0.0413 -1.3196 4.0076 -0.05 0.04 0.01
C -0.8576 -2.3629 3.2429 0.00 0.01 0.00
C -2.3008 -2.3592 3.7460 0.01 0.01 0.00
P -0.6887 -2.2304 1.3742 0.02 0.07 0.02
C -1.2659 -3.9232 0.8744 -0.04 -0.01 -0.04
C -2.8134 -3.9477 0.8224 0.02 -0.01 0.01
C -0.7023 -4.3644 -0.4775 0.00 0.00 -0.02
C 1.1361 -2.3167 1.3093 -0.02 -0.04 0.03
C 1.8527 -3.5068 1.4346 -0.01 0.02 0.00
C 3.2384 -3.5360 1.4178 0.02 0.02 0.01
C 4.0023 -4.8256 1.5608 0.00 0.00 -0.01
C 3.9037 -2.3186 1.2730 0.01 -0.02 0.01
C 3.2136 -1.1257 1.1749 0.01 0.03 0.01
C 1.8136 -1.0885 1.2054 -0.03 0.01 0.02
N 1.0524 0.0896 1.0900 -0.07 -0.07 0.04
C 1.2719 1.1560 1.9371 0.08 -0.05 0.03
C 2.2975 1.2190 2.9037 0.00 0.04 -0.02
C 2.4696 2.3249 3.7171 0.05 -0.05 -0.02
C 1.6442 3.4397 3.6369 0.00 0.03 0.00
C 1.8479 4.6549 4.5044 -0.01 -0.02 0.01
C 0.5926 3.3627 2.7364 -0.06 0.00 0.04
C 0.3744 2.2562 1.9193 -0.04 0.02 0.02
P -1.1206 2.0809 0.9070 -0.11 -0.12 0.02
C -2.2695 1.2332 2.1069 -0.05 0.08 0.03
C -3.4891 0.5953 1.4419 0.03 0.01 0.02
C -2.6623 2.0704 3.3178 -0.03 0.01 0.01
C -1.7678 3.8041 0.7547 -0.04 0.00 -0.03
C -0.7513 4.7250 0.0843 0.07 0.02 -0.06
C -3.0982 3.8465 0.0002 0.03 0.03 -0.02
H 0.0590 -1.6407 5.0473 -0.02 0.00 0.00
H -0.5383 -0.3473 4.0223 0.03 0.02 -0.05
H 0.9603 -1.1793 3.6057 -0.03 -0.04 0.02
H -0.4170 -3.3438 3.4530 0.02 -0.02 0.00
H -2.8242 -1.4537 3.4298 0.00 -0.01 0.00
H -2.3040 -2.3737 4.8392 0.00 -0.01 -0.03
H -2.8723 -3.2199 3.4038 0.00 -0.01 -0.02
H -0.9238 -4.6242 1.6420 -0.01 -0.01 0.01
H -3.2702 -3.0350 1.2092 0.01 -0.01 0.01
H -3.2186 -4.7845 1.3929 0.01 0.00 -0.01
H -3.1543 -4.0551 -0.2087 0.01 0.01 0.03
H -1.0312 -3.6831 -1.2639 0.01 -0.03 0.05
H -1.0819 -5.3593 -0.7254 0.01 0.02 0.01
H 0.3858 -4.3971 -0.5000 -0.03 0.00 0.00
H 1.3169 -4.4437 1.5513 0.01 0.01 -0.01
H 3.3464 -5.6878 1.4370 0.00 0.02 0.00
H 4.4708 -4.9019 2.5449 -0.01 0.01 -0.01
H 4.7964 -4.8979 0.8153 -0.02 0.00 0.01
H 4.9886 -2.3058 1.2323 -0.03 0.00 0.00
H 3.7612 -0.1993 1.0553 -0.01 0.00 0.00
H 2.9717 0.3862 3.0314 0.01 -0.03 -0.02
H 3.2845 2.3174 4.4349 -0.02 0.00 -0.02
H 2.7676 4.5698 5.0841 -0.01 0.00 -0.01
H 1.0241 4.7884 5.2108 0.02 -0.01 -0.02
H 1.9162 5.5669 3.9080 0.00 -0.01 0.00
H -0.0919 4.2040 2.6821 0.02 -0.05 0.04
H -1.6273 0.4165 2.4436 0.06 -0.07 0.04
H -4.1700 1.3336 1.0192 -0.01 0.03 0.00
H -4.0563 0.0188 2.1778 0.01 0.01 0.01
H -3.2001 -0.0901 0.6441 0.02 0.00 0.02
H -3.3534 2.8711 3.0404 0.01 -0.02 0.01
H -1.7917 2.5165 3.8014 0.00 0.00 0.00
H -3.1719 1.4449 4.0564 0.01 0.01 -0.02
H -1.9436 4.1584 1.7723 -0.01 0.02 0.05
H -0.7285 4.5417 -0.9883 0.02 0.00 -0.01
H 0.2606 4.5955 0.4720 -0.08 0.03 -0.06
H -1.0439 5.7671 0.2315 -0.01 0.00 -0.01
H -3.0141 3.3613 -0.9754 0.01 0.00 0.02
H -3.3892 4.8863 -0.1689 0.00 -0.02 0.01
H -3.9046 3.3661 0.5518 -0.01 -0.02 0.01
C -0.2675 -1.0937 -2.5242 -0.15 -0.14 -0.06
C 0.9788 -0.4212 -2.6762 0.04 0.04 0.07
C 0.6778 0.9747 -2.8145 -0.02 0.05 0.03
C -0.7343 1.0996 -2.7498 0.04 0.05 0.05
C -1.3387 -0.1598 -2.5869 -0.05 -0.09 0.02
C -2.8109 -0.4799 -2.7648 0.00 -0.02 -0.07
C -3.0621 -0.7636 -4.2548 0.00 0.00 -0.02
C -3.2103 -1.7182 -1.9632 -0.01 -0.02 -0.01
C -3.6862 0.6997 -2.3403 -0.01 0.03 0.03
C 1.5668 2.2140 -2.9988 0.01 -0.03 0.03
C 2.5452 2.0837 -4.1754 0.01 -0.02 -0.03
C 2.3154 2.5561 -1.7002 0.01 0.02 0.00
C 0.7071 3.4351 -3.3546 -0.02 -0.02 -0.02
C 2.2697 -1.2311 -2.8462 0.00 0.00 0.01
C 2.5330 -1.4463 -4.3468 0.00 -0.04 0.00
C 2.1136 -2.6265 -2.2212 0.00 -0.02 0.00
C 3.5013 -0.6087 -2.1795 0.02 0.00 0.01
H -0.3880 -2.1652 -2.4985 0.00 0.05 -0.04
H -1.2786 2.0285 -2.8084 0.01 0.00 -0.02
H -2.4565 -1.6077 -4.5922 -0.01 0.02 0.01
H -2.7938 0.1051 -4.8596 -0.01 -0.02 0.01
H -4.1155 -0.9997 -4.4341 0.02 0.01 0.00
H -2.6452 -2.5950 -2.2878 -0.03 0.03 0.00
H -4.2724 -1.9387 -2.1033 0.02 0.01 0.00
H -3.0310 -1.5821 -0.8940 0.01 -0.01 -0.02
H -3.4756 1.5862 -2.9427 0.00 -0.02 0.01
H -3.5261 0.9564 -1.2905 0.00 0.00 -0.07
H -4.7426 0.4523 -2.4736 0.01 0.00 0.00
H 3.3069 1.3253 -4.0341 -0.03 0.00 -0.02
H 3.0604 3.0367 -4.3247 -0.01 -0.02 0.01
H 2.0010 1.8486 -5.0934 0.01 0.00 0.02
H 2.9804 1.7568 -1.3818 -0.02 0.03 -0.01
H 1.6028 2.7305 -0.8882 -0.01 0.00 0.00
H 2.9108 3.4660 -1.8295 -0.02 -0.03 0.00
H 0.1479 3.2701 -4.2782 0.01 0.01 0.02
H 1.3551 4.3032 -3.4958 -0.01 -0.02 0.00
H 0.0012 3.6781 -2.5662 -0.04 -0.01 0.03
H 1.6939 -1.9785 -4.8019 0.02 0.01 0.01
H 3.4369 -2.0477 -4.4885 -0.03 0.02 0.01
H 2.6602 -0.5082 -4.8818 0.00 0.03 0.00
H 1.3280 -3.2101 -2.7055 0.04 0.02 0.02
H 1.8984 -2.5657 -1.1522 0.00 0.00 -0.06
H 3.0487 -3.1788 -2.3449 -0.02 0.01 0.01
H 3.8656 0.2797 -2.6867 -0.01 -0.04 0.03
H 4.3191 -1.3351 -2.1698 -0.02 0.01 -0.01
H 3.2796 -0.3441 -1.1472 0.01 -0.03 -0.05

=====

21
Properties=species:S:1:pos:R:3:forces:R:3 method="wB97M-V/def2-TZVPD" spin_multiplicity=1 de_lowest_kcal_mol=28.96 smiles=CO.O.O.O.O.O total_charge=0 e_homo_ev=-10.30 largest_force_ev_per_a=2.0 lumo_ev=0.28
C -2.2991 2.8748 -1.0352 -0.58 0.21 -0.73
O -1.4128 3.2137 0.0038 0.09 -0.45 0.63
H -2.2205 1.8854 -1.4951 0.63 -0.10 0.34
H -3.3117 2.8957 -0.6304 0.08 0.31 0.09
H -2.2106 3.6063 -1.8450 -0.20 -0.01 -0.01
H -0.5070 2.9887 -0.2156 0.04 0.12 -0.46
H -0.2693 0.9215 -0.1444 -0.24 -0.12 0.43
H -0.6829 -0.5684 0.1303 -0.18 0.42 0.29
O -0.2550 0.0282 -0.4896 0.29 -0.48 -0.68
H 0.9595 -0.2019 3.2986 -0.41 0.05 -0.03
H 1.8951 0.5092 2.4059 -0.12 0.12 -0.40
O 0.9751 0.2130 2.4255 0.52 -0.24 0.52
H 0.7954 -1.9236 0.2483 0.34 1.35 -1.49
H 0.7627 -2.1735 1.6930 0.01 -0.16 0.01
O 0.6854 -2.6293 0.8463 -0.25 -1.14 1.36
H 0.6416 2.9607 -3.3634 -0.43 -0.15 -0.03
H 1.6032 2.6757 -2.2829 -0.10 -0.31 0.24
O 0.7063 2.4367 -2.5550 0.53 0.50 -0.10
H 1.0963 -5.8673 0.8172 -0.12 0.06 0.16
H 1.8721 -7.1624 0.8614 -0.09 -0.04 0.14
O 1.1761 -6.6832 1.3265 0.20 0.06 -0.29

=====

16
Properties=species:S:1:pos:R:3:forces:R:3 method="wB97M-V/def2-TZVPD" spin_multiplicity=1 de_lowest_kcal_mol=111.54 total_charge=0 e_homo_ev=-9.44 largest_force_ev_per_a=7.3 lumo_ev=0.76
C 1.4330 0.2251 -0.5351 1.83 -2.50 0.89
C -0.5658 -1.0680 0.4362 4.03 -5.09 2.94
C -0.7422 0.2783 0.3355 -2.84 5.81 3.44
C -2.1773 0.6323 -0.0527 -1.13 1.02 1.35
H 3.3575 -0.3210 -0.0196 -3.94 -2.44 -2.33
H 2.3485 -1.5871 -1.1819 0.14 1.75 1.71
H 1.1401 1.9115 0.0834 0.64 0.46 -1.17
H -1.3441 -1.7310 0.1500 -0.10 -0.70 -0.63
H 0.1425 -1.3838 1.2573 -1.27 -0.18 -0.62
H -0.3330 0.8566 1.2830 -0.85 -0.66 -2.13
H -2.9885 0.1924 0.9660 2.42 1.35 -3.60
H -2.3070 1.9626 -0.0779 -0.11 -4.37 -0.91
N 2.3167 -0.8289 -0.4196 5.10 0.14 -0.05
N 1.8948 1.4048 -0.4360 -1.85 0.81 1.43
N 0.1674 -0.3071 -0.5197 -1.23 1.84 -2.69
F -2.3425 -0.2367 -1.2690 -0.85 2.75 2.38

=====

12
Properties=species:S:1:pos:R:3:forces:R:3 method="wB97M-V/def2-TZVPD" spin_multiplicity=1 de_lowest_kcal_mol=32.91 total_charge=0 e_homo_ev=-8.84 largest_force_ev_per_a=1.5 lumo_ev=0.97
C 0.9486 0.7261 -1.4967 0.06 0.13 -0.13
N 0.4603 0.0350 -0.3300 -0.13 -0.13 0.16
C -0.2132 0.6299 0.6903 0.01 0.01 -0.02
N -0.7322 -0.0478 1.6418 0.07 0.34 -0.10
C -0.9880 -2.4944 0.7604 -0.84 -0.78 0.95
O -1.6433 -2.9245 1.5832 0.72 0.37 -0.97
H 0.3693 0.4878 -2.3982 0.06 0.04 0.15
H 0.8832 1.8053 -1.3290 0.01 -0.15 -0.03
H 1.9998 0.4826 -1.6887 -0.15 0.04 0.03
H -0.2470 1.7246 0.6108 0.00 -0.11 0.03
H -1.2060 0.5479 2.3119 0.09 0.06 -0.05
H 0.3687 -0.9726 -0.3558 0.12 0.17 -0.02

=====

71
Properties=species:S:1:pos:R:3:forces:R:3 method="wB97M-V/def2-TZVPD" spin_multiplicity=1 de_lowest_kcal_mol=27.43 total_charge=+3 e_homo_ev=-14.46 largest_force_ev_per_a=2.8 lumo_ev=-9.82
La 0.5746 0.6799 0.2599 1.44 0.29 0.44
P -2.1443 1.0382 -0.3001 -2.68 -0.46 -0.36
P -0.0620 0.6277 3.0787 -0.39 0.10 1.98
P 1.4059 0.3469 -2.4237 0.65 -0.60 -2.65
H 1.6762 -2.3485 1.8719 0.51 0.19 -0.24
C 2.2869 -1.9647 1.0385 0.05 0.59 -0.05
C 3.2343 -1.0088 1.1939 -0.77 0.19 -0.22
H 3.4362 -0.5149 2.1571 -0.05 -0.54 -0.34
C -3.0327 -0.5692 -0.3110 0.62 -0.18 -0.24
C -3.2478 1.9352 0.8273 0.44 0.54 0.13
C -2.6059 1.6756 -1.9576 0.39 0.24 0.00
C 1.3052 0.1360 4.1816 0.25 -0.18 -0.05
C -0.6617 2.1314 3.9301 -0.19 0.06 -0.23
C -1.3486 -0.5974 3.5006 -0.05 -0.12 -0.24
C 3.0751 -0.3579 -2.6778 0.28 0.28 0.27
C 1.2588 1.6419 -3.6971 0.14 0.36 0.34
C 0.4314 -0.9824 -3.1972 -0.28 0.01 0.44
H 2.0674 -2.4387 0.0667 0.37 0.20 0.41
H 3.8281 -0.6077 0.3556 -0.21 -0.52 0.32
H -4.0855 -0.4425 -0.5975 0.29 0.04 0.08
H -2.9639 -1.1277 0.6318 -0.02 0.23 -0.18
H -2.4925 -1.1122 -1.0894 -0.39 0.04 0.22
H -4.2122 1.9918 0.3084 0.10 0.12 0.35
H -2.8345 2.9338 1.0104 -0.38 -0.07 0.05
H -3.3504 1.3950 1.7788 -0.03 0.17 -0.31
H -3.6989 1.7699 -1.9746 0.25 0.01 -0.11
H -2.2789 1.0138 -2.7742 -0.11 0.10 0.36
H -2.1430 2.6597 -2.1067 -0.24 -0.13 -0.04
H 0.8887 -0.2699 5.1152 0.25 0.13 -0.22
H 1.9295 1.0116 4.4021 -0.14 -0.25 0.00
H 1.9298 -0.6213 3.6897 -0.16 0.08 0.38
H -0.9296 1.8657 4.9632 0.05 0.18 -0.28
H -1.5391 2.5289 3.4016 0.17 -0.04 0.27
H 0.1246 2.8953 3.9338 -0.16 -0.16 0.06
H -1.4726 -0.6191 4.5916 -0.08 -0.08 -0.29
H -1.0389 -1.5894 3.1434 -0.16 0.15 0.19
H -2.2984 -0.3319 3.0165 0.18 -0.12 0.23
H 3.1112 -0.8716 -3.6501 0.07 0.19 0.33
H 3.3125 -1.0669 -1.8710 0.01 0.08 -0.36
H 3.8100 0.4578 -2.6542 -0.03 -0.29 -0.05
H 1.5236 1.2133 -4.6727 -0.09 0.18 0.23
H 1.9348 2.4668 -3.4405 -0.17 -0.08 -0.26
H 0.2273 2.0198 -3.7123 0.28 -0.08 -0.12
H 0.8187 -1.1892 -4.2029 -0.04 0.10 0.22
H -0.6358 -0.7393 -3.2571 0.31 -0.08 -0.07
H 0.5169 -1.8791 -2.5747 -0.05 0.15 -0.26
C -1.6842 -3.7780 -3.0219 -0.28 -1.76 0.05
C -2.7929 -4.6534 -2.9758 0.97 0.24 -0.02
C -2.5779 -6.0052 -3.2548 0.14 -0.06 -0.05
C -1.2779 -6.4730 -3.5051 -0.02 0.09 -0.01
C -0.2148 -5.5707 -3.6482 -0.52 0.00 -0.31
C -0.4369 -4.1960 -3.5117 -0.33 -0.38 0.53
O -1.7524 -2.5555 -2.4041 -1.13 1.17 0.88
H -2.5071 -2.5364 -1.7664 0.71 -0.73 -1.25
H -3.7766 -4.2837 -2.6651 0.36 -0.13 -0.13
H -3.4298 -6.6992 -3.2445 0.51 0.32 0.08
H -1.0888 -7.5454 -3.5923 -0.13 0.40 -0.08
H 0.7919 -5.9333 -3.8729 -0.42 0.11 -0.05
H 0.3741 -3.4914 -3.6862 -0.23 -0.30 0.20
S 0.6499 3.4806 0.0488 -0.10 -0.30 -0.47
C 1.5170 3.8398 1.4856 0.09 1.09 0.27
N 1.1321 4.9877 2.1454 0.27 -0.90 0.84
C 1.5837 5.3049 3.3966 0.33 -0.04 -0.90
C 2.6065 4.5632 3.9497 0.02 -0.11 0.49
C 3.1211 3.4600 3.2520 0.08 0.05 -0.35
C 2.5938 3.1130 2.0053 -0.20 0.06 0.37
H 0.4261 5.5790 1.7036 0.10 -0.24 0.15
H 1.1321 6.1751 3.8655 0.17 -0.10 -0.10
H 3.0157 4.8418 4.9280 -0.27 -0.11 -0.47
H 3.9536 2.8832 3.6730 -0.33 0.31 -0.16
H 3.0111 2.3073 1.3896 -0.03 0.29 0.38